(1)
The following is a DFT calculation (ωB97M-V/def2-TZVPD) of a structure of composition C37H32N9Ti in a non-equilibrium geometry.

Values from the calculation:
Energy above the lowest of the compared OMol25 structures with the same formula, charge and spin (eV): 1.116
Energy (hartree): -2771.339383
HOMO-LUMO gap (alpha / beta) (Eh): 0.1662 / 0.2605
Multiplicity: 3
Charge: +1

Each line ends with the Mulliken spin population.
Atoms and positions in Å:
1 Ti 0.14759 0.02314 -0.20955  0.89
2 C 2.59677 1.70127 1.26100  0.00
3 C 2.78664 2.06287 -0.21722  0.02
4 C 2.89993 0.86373 -1.12533  0.04
5 C 4.01978 0.68301 -1.91917  -0.01
6 C 4.09360 -0.39263 -2.79911  0.03
7 C 3.01173 -1.26930 -2.84669  -0.02
8 C 1.93099 -1.04411 -2.02484  0.09
9 N 1.85333 0.00209 -1.16363  -0.05
10 N 1.21459 1.30441 1.55904  0.05
11 C 0.46976 2.47946 2.05871  0.01
12 C 0.05711 3.40958 0.95489  0.01
13 C 0.49085 4.72881 0.90711  0.00
14 C 0.03824 5.54225 -0.12171  0.00
15 C -0.86488 5.01372 -1.03064  0.00
16 C -1.25006 3.68702 -0.88881  0.02
17 N -0.78494 2.88398 0.06244  0.03
18 C 1.12499 0.26837 2.59505  -0.01
19 C -0.26514 -0.32671 2.55110  0.01
20 C -0.73866 -1.18022 3.53233  0.00
21 C -2.08835 -1.50885 3.53985  0.00
22 C -2.92422 -0.89725 2.61492  0.02
23 C -2.36756 -0.09261 1.63716  0.06
24 N -1.04644 0.13308 1.55470  -0.07
25 H 2.87862 2.57644 1.86329  0.00
26 H 3.28219 0.89230 1.52484  0.00
27 H 3.69304 2.66197 -0.32031  0.00
28 H 1.93774 2.68237 -0.52514  0.00
29 H 4.83612 1.38632 -1.87535  0.00
30 H 4.95190 -0.53630 -3.43483  0.00
31 H 3.01104 -2.11450 -3.51841  0.00
32 H 1.07822 -1.72547 -2.03127  0.00
33 H 1.06522 3.02383 2.80880  0.00
34 H -0.45395 2.14251 2.54213  0.00
35 H 1.16865 5.11400 1.65555  0.00
36 H 0.37749 6.56382 -0.20448  0.00
37 H -1.27079 5.61243 -1.83172  0.00
38 H -1.98494 3.25725 -1.55867  0.00
39 H 1.29675 0.69490 3.60003  0.00
40 H 1.87664 -0.50864 2.43260  0.00
41 H -0.06906 -1.56746 4.28489  0.00
42 H -2.47672 -2.17803 4.28964  0.00
43 H -3.99051 -1.04210 2.66019  0.00
44 H -2.98570 0.41598 0.90646  -0.03
45 C -0.19668 2.40149 -3.81575  0.00
46 C -1.50607 2.18570 -4.27686  0.08
47 C -2.28184 1.31473 -3.57339  -0.03
48 C -1.77095 0.63930 -2.43545  0.08
49 N -0.51424 0.90323 -1.94513  0.04
50 C 0.22238 1.77425 -2.67429  0.09
51 N -2.59950 -0.25356 -1.90813  0.00
52 C -2.28301 -1.18276 -1.04596  0.19
53 N -1.03610 -1.50005 -0.54628  0.05
54 C -1.19182 -2.60032 0.28028  0.08
55 N -0.28622 -3.32560 0.87001  0.08
56 C 1.03869 -3.13196 0.88213  -0.01
57 C 1.81318 -4.28187 1.18582  0.02
58 C 3.17542 -4.20031 1.24572  0.02
59 C 3.76551 -2.95531 1.00086  0.02
60 C 2.95293 -1.88487 0.71579  0.02
61 N 1.61115 -1.92215 0.65772  0.05
62 C -2.59343 -2.97451 0.33061  0.04
63 C -3.28805 -3.94354 1.04152  -0.01
64 C -4.66137 -3.99106 0.89088  0.04
65 C -5.33814 -3.10307 0.05287  -0.01
66 C -4.65857 -2.13388 -0.65787  0.06
67 C -3.27665 -2.08652 -0.51971  -0.01
68 H 0.47627 3.05705 -4.34279  0.00
69 H -1.87826 2.69143 -5.15134  0.01
70 H -3.29095 1.06737 -3.85661  0.00
71 H 1.22760 1.98593 -2.33827  0.00
72 H 1.28481 -5.20649 1.35007  0.00
73 H 3.77948 -5.06707 1.46926  0.00
74 H 4.83490 -2.82850 1.03358  0.00
75 H 3.42274 -0.92748 0.51956  0.01
76 H -2.77028 -4.61787 1.70361  0.00
77 H -5.23118 -4.72743 1.43366  0.00
78 H -6.41067 -3.17791 -0.03705  0.00
79 H -5.16866 -1.42313 -1.28888  0.00

(2)
The following is a DFT calculation (ωB97M-V/def2-TZVPD) of a cluster of 2 separate species, C37H33BF6O3S in total in a non-equilibrium geometry.

Values from the calculation:
Energy above the lowest of the compared OMol25 structures with the same formula, charge and spin (eV): 0.000
Energy (hartree): -2677.670135
HOMO-LUMO gap (Eh): 0.0866
Charge: 0

Each line ends with the Löwdin charge.
Atoms and positions in Å:
1 C -5.87850 5.04189 3.47869  -0.13
2 C -5.14116 3.76733 3.40975  -0.61
3 C -4.98293 2.97911 2.32033  -0.16
4 C -4.22720 1.79693 2.57616  -0.15
5 C -3.81190 1.68502 3.85015  -0.37
6 B -2.96310 0.48471 4.47546  -0.86
7 C -1.41636 0.90882 4.49183  -0.06
8 C -0.89953 1.63275 5.53852  0.05
9 C 0.42766 2.00697 5.53020  -0.10
10 C 1.00703 2.80251 6.68008  -0.57
11 F 1.48905 3.96353 6.19757  0.14
12 F 0.03640 3.03832 7.58356  0.14
13 F 1.99942 2.08391 7.23804  0.14
14 C 1.22973 1.65346 4.46537  0.03
15 C 0.70866 0.92979 3.41328  -0.11
16 C 1.57282 0.54237 2.23284  -0.57
17 F 1.57346 -0.80024 2.13002  0.13
18 F 1.04200 1.09432 1.12564  0.14
19 F 2.82506 0.99765 2.42932  0.12
20 C -0.61928 0.56189 3.42956  0.03
21 O -3.43672 0.22807 5.86472  -0.05
22 C -2.94758 -0.93339 6.46420  -0.18
23 C -3.27138 -2.18827 5.60768  -0.49
24 C -2.63236 -3.43736 6.23298  -0.05
25 C -4.79049 -2.34921 5.50517  -0.03
26 C -2.68175 -1.93476 4.19237  -0.19
27 O -3.15708 -0.74019 3.64508  -0.04
28 S -4.32844 3.05111 4.76970  1.08
29 H -6.28840 5.31352 2.50573  0.07
30 H -6.70474 4.97238 4.18736  0.07
31 H -5.22089 5.84727 3.80725  0.07
32 H -5.39517 3.21838 1.35168  0.10
33 H -4.01057 1.04952 1.82778  0.10
34 H -1.52390 1.91224 6.36981  0.13
35 H 2.26727 1.94431 4.45028  0.12
36 H -1.02880 0.00111 2.60726  0.13
37 H -1.86722 -0.81836 6.60192  0.12
38 H -3.40588 -1.00435 7.45682  0.13
39 H -2.83928 -4.32101 5.63018  0.07
40 H -1.55070 -3.32464 6.30713  0.08
41 H -3.02286 -3.61221 7.23500  0.08
42 H -5.05026 -3.20592 4.88400  0.08
43 H -5.23298 -2.49663 6.49016  0.08
44 H -5.23492 -1.45763 5.06181  0.09
45 H -1.58802 -1.88802 4.22642  0.12
46 H -2.95917 -2.74022 3.50336  0.12
47 C -0.65577 -9.85308 -3.05227  -0.08
48 C 0.20599 -9.28904 -2.13142  -0.08
49 C -0.18316 -8.18692 -1.40525  -0.02
50 C -1.45448 -7.63125 -1.57566  -0.22
51 O -1.86312 -6.49587 -0.81947  0.02
52 C -1.18581 -5.26708 -1.03147  -0.15
53 C -1.60325 -4.41543 -2.06854  0.04
54 C -0.95902 -3.24248 -2.32332  0.02
55 C 0.16884 -2.84788 -1.56872  -0.18
56 C 0.79566 -1.63075 -1.88552  0.14
57 C 2.04852 -1.11922 -1.44530  -0.19
58 C 2.27362 0.26602 -1.55514  0.00
59 C 3.47840 0.82141 -1.20509  -0.04
60 C 4.51045 0.01650 -0.75700  -0.02
61 C 4.32077 -1.35062 -0.64715  -0.04
62 C 3.11142 -1.91605 -0.97500  0.00
63 C 0.54936 -3.67727 -0.48678  0.03
64 C -0.10605 -4.84849 -0.23167  0.04
65 C -2.31242 -8.21783 -2.51074  -0.01
66 C -1.91254 -9.31212 -3.24279  -0.08
67 H -0.34373 -10.70791 -3.62801  0.11
68 H 1.18633 -9.71147 -1.98276  0.11
69 H 0.47747 -7.74908 -0.67795  0.11
70 H -2.46170 -4.70541 -2.64656  0.13
71 H -1.30265 -2.60487 -3.11897  0.13
72 H 0.26294 -0.99565 -2.57452  0.14
73 H 1.46798 0.89730 -1.88877  0.13
74 H 3.62174 1.88709 -1.28349  0.12
75 H 5.46753 0.45115 -0.51478  0.12
76 H 5.13328 -1.97485 -0.31103  0.12
77 H 2.99842 -2.98326 -0.92217  0.11
78 H 1.32075 -3.34516 0.18292  0.12
79 H 0.17608 -5.46063 0.60664  0.13
80 H -3.29118 -7.79468 -2.65024  0.12
81 H -2.57742 -9.74508 -3.97183  0.11

(3)
The following is a DFT calculation (ωB97M-V/def2-TZVPD) of a structure of composition C37H33BrO9P2Sn.

Values from the calculation:
Energy above the lowest of the compared OMol25 structures with the same formula, charge and spin (eV): 0.222
Energy (hartree): -5577.891812
HOMO-LUMO gap (Eh): 0.1710
Charge: -2

Each line ends with the Löwdin charge.
Atoms and positions in Å:
1 Sn -0.75917 0.08688 0.99143  1.36
2 O 1.50595 -0.83720 2.74226  -0.11
3 C 2.67394 -0.82915 2.46415  -0.22
4 C 3.82065 -0.31403 1.99276  -0.26
5 C 5.03440 -0.14409 2.77913  -0.10
6 C 6.22963 0.08805 2.17843  -0.16
7 C 6.36082 0.17708 0.76924  -0.17
8 C 5.21788 0.08259 -0.00792  -0.16
9 C 3.95864 -0.15109 0.52745  -0.38
10 P 2.44742 -0.08324 -0.46198  1.07
11 C 2.56367 -1.55375 -1.54743  -0.36
12 C 1.77488 -1.64330 -2.69619  -0.11
13 C 1.78791 -2.79096 -3.47069  -0.09
14 C 2.56135 -3.87933 -3.09031  -0.11
15 C 3.31380 -3.81492 -1.92634  -0.10
16 C 3.31507 -2.65955 -1.15849  -0.08
17 C 2.87292 1.30498 -1.58761  -0.38
18 C 2.69412 2.58016 -1.04218  -0.12
19 C 2.97915 3.71712 -1.77546  -0.09
20 C 3.44565 3.60275 -3.08046  -0.11
21 C 3.64780 2.34444 -3.62539  -0.10
22 C 3.36541 1.20186 -2.88592  -0.10
23 H 4.95005 -0.18309 3.85970  0.09
24 H 7.10794 0.23025 2.80058  0.08
25 H 7.32637 0.36092 0.31477  0.06
26 H 5.30474 0.20224 -1.08364  0.09
27 H 1.13697 -0.80949 -2.96465  0.09
28 H 1.17288 -2.85036 -4.36050  0.10
29 H 2.57700 -4.77488 -3.69999  0.09
30 H 3.89525 -4.67297 -1.60952  0.09
31 H 3.90304 -2.59834 -0.24971  0.10
32 H 2.32010 2.65357 -0.02558  0.11
33 H 2.83233 4.69843 -1.33967  0.10
34 H 3.64779 4.49080 -3.66714  0.09
35 H 4.02963 2.24849 -4.63555  0.09
36 H 3.52001 0.22464 -3.32448  0.10
37 O -5.85913 2.71408 4.15132  0.09
38 C -4.90383 2.23261 3.58059  -0.28
39 C -4.91783 0.99788 2.71981  -0.32
40 O -5.89275 0.30233 2.48306  0.06
41 C -3.54358 0.81472 2.25982  -0.35
42 C -2.71856 1.85520 2.75898  -0.34
43 O -1.48254 1.92241 2.46637  -0.19
44 C -3.49031 2.74671 3.62164  -0.31
45 O -3.08555 3.70088 4.26875  0.06
46 O -3.08028 -0.11992 1.52787  -0.19
47 Br -4.93038 2.98506 -0.81796  0.72
48 C -4.75517 1.28258 -1.66390  -0.65
49 C -5.69435 0.90073 -2.60564  -0.15
50 C -5.54069 -0.33260 -3.22423  -0.09
51 C -4.46333 -1.14644 -2.90651  -0.03
52 C -3.52179 -0.74533 -1.96697  -0.11
53 C -3.68168 0.48091 -1.33501  -0.08
54 C -2.31443 -1.65203 -1.67761  -0.62
55 O -2.32909 -2.77203 -2.18816  0.01
56 O -1.38606 -1.15777 -0.95599  -0.24
57 H -6.52504 1.55195 -2.84108  0.09
58 H -6.27310 -0.65579 -3.95452  0.09
59 H -4.32809 -2.10938 -3.38085  0.11
60 H -2.97846 0.79413 -0.57955  0.06
61 C -0.11776 -3.63258 3.74630  -0.30
62 P -1.20009 -2.42474 2.86016  0.78
63 C -2.12851 -1.76389 4.30589  -0.28
64 C -2.46484 -3.56979 2.17432  -0.29
65 H -0.71557 -4.33260 4.33463  0.03
66 H 0.55962 -3.08215 4.39923  0.03
67 H 0.48176 -4.18235 3.01969  0.03
68 H -2.51255 -2.56266 4.94464  0.03
69 H -2.95837 -1.16449 3.93023  0.02
70 H -1.47244 -1.11217 4.88526  0.04
71 H -2.91648 -4.20164 2.94314  0.03
72 H -2.00552 -4.19181 1.40478  0.04
73 H -3.23480 -2.95973 1.69818  0.03
74 C -0.67918 4.08741 0.31390  -0.03
75 O -0.74498 3.40756 -0.95197  -0.12
76 C -0.56120 2.13051 -0.98929  -0.19
77 C -0.57124 1.69448 -2.41490  -0.07
78 H -0.92834 3.41863 1.13627  0.06
79 H -1.38833 4.91067 0.26383  0.09
80 H 0.33014 4.48018 0.44253  0.09
81 H -1.19485 2.33552 -3.04420  0.09
82 H -0.87989 0.65252 -2.47487  0.05
83 H 0.46348 1.76672 -2.77118  0.07

(4)
The following is a DFT calculation (ωB97M-V/def2-TZVPD) of a structure of composition C37H33BrO9P2Sn.

Values from the calculation:
Energy above the lowest of the compared OMol25 structures with the same formula, charge and spin (eV): 0.000
Energy (hartree): -5577.899952
HOMO-LUMO gap (Eh): 0.2063
Charge: -2

Each line ends with the Löwdin charge.
Atoms and positions in Å:
1 Sn 1.72444 -0.50799 0.33034  1.41
2 O 0.16655 0.92056 -2.36037  -0.15
3 C -0.49265 0.06162 -3.05007  -0.07
4 C -1.94056 -0.01370 -2.86424  -0.28
5 C -2.81478 0.05689 -3.95928  -0.07
6 C -4.16480 -0.20043 -3.81708  -0.11
7 C -4.68413 -0.57885 -2.58434  -0.11
8 C -3.82851 -0.67664 -1.49541  -0.10
9 C -2.47409 -0.38766 -1.60826  -0.29
10 P -1.37634 -0.44645 -0.11905  1.06
11 C -1.99156 -2.02717 0.62686  -0.35
12 C -3.00664 -2.15790 1.57283  -0.10
13 C -3.34747 -3.40956 2.07048  -0.10
14 C -2.67415 -4.54348 1.63840  -0.10
15 C -1.64976 -4.42382 0.70886  -0.08
16 C -1.31392 -3.17479 0.20949  -0.11
17 C -2.20080 0.79174 0.96341  -0.33
18 C -1.89693 0.79172 2.32610  -0.10
19 C -2.45564 1.72904 3.18208  -0.10
20 C -3.33273 2.68561 2.69071  -0.12
21 C -3.63261 2.70544 1.33460  -0.10
22 C -3.06573 1.77174 0.47729  -0.11
23 H -2.41798 0.36532 -4.92059  0.10
24 H -4.82616 -0.09842 -4.67084  0.09
25 H -5.74228 -0.78087 -2.47068  0.09
26 H -4.22658 -0.97252 -0.53172  0.10
27 H -3.52649 -1.27997 1.93664  0.10
28 H -4.13613 -3.49737 2.80880  0.09
29 H -2.93768 -5.51542 2.03874  0.09
30 H -1.09565 -5.30153 0.39845  0.10
31 H -0.49707 -3.07326 -0.49989  0.07
32 H -1.21441 0.06097 2.73312  0.08
33 H -2.19237 1.70404 4.23287  0.10
34 H -3.77040 3.42136 3.35616  0.09
35 H -4.31067 3.45259 0.93799  0.09
36 H -3.29528 1.80977 -0.57877  0.09
37 O 0.92261 -3.25208 5.98832  0.10
38 C 0.84533 -2.80362 4.86988  -0.27
39 C 1.17752 -3.52558 3.58167  -0.30
40 O 1.27509 -4.72847 3.43615  0.08
41 C 1.33558 -2.46384 2.58484  -0.32
42 C 0.98078 -1.21782 3.13752  -0.32
43 O 1.08291 -0.12513 2.46675  -0.19
44 C 0.46272 -1.38894 4.49267  -0.30
45 O -0.16502 -0.59979 5.17499  0.08
46 O 1.72920 -2.56878 1.37377  -0.18
47 Br 0.28748 4.11019 2.38151  0.76
48 C 2.10968 4.05285 1.83817  -0.66
49 C 2.83721 5.22968 1.78900  -0.15
50 C 4.15428 5.17944 1.34827  -0.10
51 C 4.70466 3.97851 0.92362  -0.04
52 C 3.96346 2.80398 0.97665  -0.13
53 C 2.66429 2.84126 1.47043  -0.08
54 C 4.58172 1.51680 0.41876  -0.62
55 O 5.70040 1.61335 -0.09210  0.00
56 O 3.88276 0.45099 0.49891  -0.23
57 H 2.38272 6.16539 2.08697  0.09
58 H 4.74674 6.08740 1.34378  0.09
59 H 5.71098 3.92993 0.52955  0.11
60 H 2.08632 1.93601 1.55916  0.06
61 C 2.87785 -3.83027 -1.55895  -0.31
62 P 1.90964 -2.44671 -2.31345  0.73
63 C 1.51690 -3.20319 -3.94844  -0.32
64 C 3.32342 -1.39054 -2.84519  -0.31
65 H 3.69704 -4.17407 -2.19694  0.03
66 H 2.20809 -4.66384 -1.33728  0.03
67 H 3.27665 -3.47960 -0.60454  0.02
68 H 2.41175 -3.59575 -4.44067  0.03
69 H 1.05531 -2.42773 -4.56068  0.02
70 H 0.79051 -4.00829 -3.81600  0.03
71 H 4.07333 -1.97501 -3.38521  0.03
72 H 3.79307 -0.92795 -1.97246  0.01
73 H 2.94561 -0.59281 -3.48851  0.04
74 C 1.57576 3.28643 -1.87920  -0.10
75 O 0.83032 2.53529 -0.92899  -0.22
76 C -0.31930 1.86745 -1.39909  -0.44
77 C -1.33780 2.83659 -1.94669  -0.05
78 H 1.55634 2.81674 -2.86736  0.09
79 H 2.60856 3.32270 -1.53093  0.08
80 H 1.19970 4.31310 -1.96854  0.08
81 H -0.88662 3.61723 -2.58546  0.07
82 H -1.83883 3.32447 -1.10985  0.06
83 H -2.08476 2.31340 -2.53844  0.06